[1]
Here is a molecular structure, C40H36IrN3O2P2S3 in a non-equilibrium geometry from the Open Molecules 2025 dataset. Energies are from ωB97M-V/def2-TZVPD.

Positions of all 87 atoms, in Å:
Ir1 -0.369652 -0.010610 -0.295130
C1 2.900848 0.485390 1.757570
C2 2.831448 1.245290 0.427670
P1 1.998448 0.217390 -0.865730
C3 3.134748 -1.205110 -0.980230
C4 2.727048 -2.498010 -0.668430
C5 3.653948 -3.528310 -0.696330
C6 4.973948 -3.274610 -1.045230
C7 5.374448 -1.986410 -1.369030
C8 4.456948 -0.952410 -1.353930
C9 2.184248 0.997190 -2.487830
C10 1.821848 0.193590 -3.573230
C11 1.809648 0.715290 -4.850330
C12 2.161548 2.041790 -5.057930
C13 2.529448 2.839390 -3.984130
C14 2.539248 2.325890 -2.697730
C15 1.671248 0.625390 2.657670
P2 0.063948 -0.146110 2.115170
C16 -1.158752 0.559290 3.258770
C17 -1.013852 0.302290 4.626770
C18 -2.004252 0.694490 5.506770
C19 -3.129252 1.357690 5.037070
C20 -3.268952 1.622090 3.680470
C21 -2.287052 1.222390 2.787470
C22 0.057548 -1.888110 2.629570
C23 1.198048 -2.688910 2.580270
C24 1.123248 -4.019410 2.954570
C25 -0.084652 -4.565210 3.365570
C26 -1.223052 -3.772010 3.415070
C27 -1.160952 -2.445310 3.032970
H1 3.746148 0.877990 2.328870
H2 3.119148 -0.563710 1.551370
H3 3.848248 1.453290 0.086270
H4 2.308948 2.194590 0.553570
H5 1.692448 -2.689710 -0.406830
H6 3.348748 -4.533310 -0.451630
H7 5.687648 -4.083510 -1.082330
H8 6.399148 -1.782010 -1.638930
H9 4.764048 0.045190 -1.635630
H10 1.553248 -0.838610 -3.399830
H11 1.524148 0.095190 -5.684030
H12 2.165048 2.442290 -6.059230
H13 2.829148 3.862590 -4.149430
H14 2.839948 2.950890 -1.871430
H15 1.456548 1.689690 2.798970
H16 1.899048 0.200090 3.639470
H17 -0.136152 -0.211510 4.990870
H18 -1.906552 0.476390 6.558370
H19 -3.899052 1.660390 5.729470
H20 -4.153852 2.119490 3.315270
H21 -2.412652 1.389090 1.726670
H22 2.145548 -2.272610 2.274770
H23 2.010848 -4.631810 2.941470
H24 -0.136852 -5.603210 3.654970
H25 -2.157552 -4.187710 3.758170
H26 -2.050252 -1.831110 3.065470
O1 -1.953552 -0.298910 -2.710530
S1 -2.501652 -0.842910 -1.507130
O2 -2.731452 0.146390 -0.465830
N1 -1.338952 -1.893410 -0.855530
C28 -1.833252 -3.096310 -0.685530
S2 -0.904852 -4.378110 -0.133230
C29 -3.254252 -3.229710 -1.038230
C30 -4.063752 -4.342510 -0.842230
C31 -5.405852 -4.252510 -1.187130
C32 -5.925852 -3.082810 -1.725630
C33 -5.119952 -1.961610 -1.931230
C34 -3.795052 -2.064210 -1.583030
H27 -3.653252 -5.243510 -0.410730
H28 -6.056452 -5.100710 -1.027830
H29 -6.975252 -3.022710 -1.970630
H30 -5.521152 -1.049310 -2.345730
N2 -0.320452 6.843490 -2.888730
C35 -0.847852 6.423890 -1.748930
S3 -1.727852 7.423790 -0.746930
C36 -0.697652 5.001990 -1.373730
C37 -0.727252 3.986190 -2.332630
C38 -0.609252 2.666290 -1.926530
N3 -0.454352 2.317990 -0.651230
C39 -0.441152 3.279690 0.272470
C40 -0.557052 4.622990 -0.035530
H31 -0.430852 7.805190 -3.180930
H32 0.237948 6.248190 -3.484030
H33 -0.870752 4.199590 -3.380130
H34 -0.640452 1.870290 -2.659830
H35 -0.331452 2.968390 1.302870
H36 -0.543652 5.362290 0.751070

Force components x, y, z for each atom (eV/Å):
Ir 1.41 3.25 0.35
C 0.02 -0.07 0.03
C -0.54 -0.18 -0.09
P 0.23 -0.08 0.57
C -0.78 -0.09 0.09
C 0.09 0.16 0.04
C 0.05 -0.08 -0.05
C -0.16 -0.04 0.04
C -0.03 0.08 -0.04
C -0.21 0.12 0.09
C -0.72 -0.14 0.24
C -0.09 0.01 0.20
C -0.03 0.00 -0.09
C 0.02 -0.06 0.09
C 0.13 0.03 0.02
C -0.02 -0.03 0.18
C -0.19 0.00 -0.78
P 0.29 -0.27 -0.20
C -0.22 0.19 -0.75
C 0.26 -0.02 -0.21
C 0.09 0.06 -0.05
C -0.03 0.02 -0.27
C -0.08 0.04 0.13
C 0.04 -0.11 -0.02
C -0.10 0.12 -0.65
C 0.01 0.16 -0.04
C 0.03 -0.12 0.01
C 0.00 0.13 0.04
C 0.00 -0.09 -0.02
C 0.00 0.14 -0.11
H -0.03 -0.08 -0.07
H 0.14 0.00 0.13
H -0.13 -0.03 -0.19
H 0.02 0.09 -0.09
H -0.02 -0.03 0.05
H -0.03 -0.14 0.00
H 0.05 -0.06 0.05
H 0.08 -0.02 -0.06
H 0.08 0.07 -0.02
H -0.04 -0.18 -0.09
H 0.00 -0.10 -0.11
H -0.01 0.08 -0.10
H 0.06 0.10 -0.02
H -0.01 0.15 0.13
H -0.11 -0.10 0.09
H -0.27 -0.04 -0.02
H 0.02 -0.12 0.12
H 0.07 0.01 0.11
H -0.09 0.03 0.04
H -0.06 0.09 -0.02
H -0.08 0.07 -0.07
H 0.13 -0.03 -0.03
H 0.13 -0.05 -0.01
H 0.01 -0.10 0.08
H -0.11 -0.04 0.03
H -0.07 -0.01 0.06
O 0.07 -0.21 -0.21
S -0.94 -1.23 -0.53
O 0.40 -0.01 0.87
N 0.11 0.83 0.22
C 0.18 0.10 0.09
S 0.15 -0.17 0.19
C -0.33 -0.33 -0.12
C 0.30 0.30 -0.07
C -0.08 0.00 -0.03
C 0.10 0.06 0.04
C 0.04 0.20 -0.14
C 0.55 0.23 0.20
H -0.05 -0.15 0.01
H -0.01 -0.02 0.00
H -0.07 -0.03 -0.06
H -0.10 0.05 -0.02
N 0.55 -0.30 -0.92
C -1.02 1.35 1.28
S 0.47 -0.71 -0.46
C 0.15 -0.47 -0.17
C 0.01 -0.17 0.48
C -0.09 0.03 -0.69
N 0.40 -2.22 0.54
C 0.12 0.57 0.68
C 0.04 -0.44 -0.16
H -0.10 -0.08 0.17
H -0.05 0.11 0.13
H -0.01 -0.01 -0.09
H 0.02 -0.03 0.00
H -0.01 -0.01 0.02
H -0.04 0.07 -0.01

Lowest unoccupied orbital energy (alpha / beta): -10.23 / -11.31 eV
2S+1: 2
Expectation value of S²: 0.754
Energy above the lowest of the compared OMol25 structures with the same formula, charge and spin: 240.34 kJ/mol
Net charge: +3
Orbital gap (alpha / beta): 4.2933 / 3.2069 eV

Atomic partial charges in e from the Mulliken method, atoms 1 to 4: 2.21, -0.93, -1.29, 1.33



[2]
Here is a molecular structure, C40H37AsBrCoN2O4PS in a non-equilibrium geometry from the Open Molecules 2025 dataset. Energies are from ωB97M-V/def2-TZVPD.

Positions of all 88 atoms, in Å:
Co1 -0.662586 -0.566110 -0.322461
C1 6.318078 -2.240090 -1.342778
C2 4.960723 -1.698059 -1.695027
C3 3.951551 -2.553618 -2.135322
C4 2.682993 -2.071130 -2.398883
C5 2.401476 -0.717989 -2.219168
C6 3.402045 0.153640 -1.827240
C7 4.670115 -0.345554 -1.565495
S1 0.710415 -0.256705 -2.602056
O1 -0.069228 -1.460696 -2.237709
O2 0.703369 0.112819 -3.990909
N1 0.041785 0.837496 -1.647881
C8 0.772177 1.937784 -1.086434
C9 1.347646 1.506375 0.323115
O3 2.274737 2.149281 0.795928
O4 0.725775 0.505674 0.823087
H1 6.229856 -3.051516 -0.618075
H2 6.954571 -1.465424 -0.917004
H3 6.819716 -2.641039 -2.225628
H4 4.155165 -3.611083 -2.259865
H5 1.893424 -2.738096 -2.719640
H6 3.216436 1.210641 -1.701982
H7 5.443528 0.342126 -1.244832
H8 0.081322 2.753521 -0.852593
H9 1.571256 2.329590 -1.716568
Br1 -3.290032 -0.520414 -2.310030
C10 -3.221681 0.704918 -0.881986
C11 -4.010089 1.838978 -0.922648
C12 -4.006769 2.675769 0.180580
C13 -3.226013 2.335777 1.276123
C14 -2.463139 1.189253 1.218060
N2 -2.439994 0.376610 0.150717
H10 -4.609012 2.046810 -1.796336
H11 -4.612697 3.571331 0.189226
H12 -3.207200 2.949030 2.165111
H13 -1.823010 0.889921 2.038451
C15 -1.457443 -3.128281 2.414450
C16 -2.771289 -3.700830 1.872744
As1 -3.553499 -5.330102 2.726950
C17 -3.700679 -4.866608 4.627482
C18 -3.042454 -3.848036 5.309674
C19 -3.196856 -3.699335 6.681499
C20 -4.016909 -4.564820 7.389103
C21 -4.693236 -5.575013 6.719667
C22 -4.535095 -5.719310 5.350563
C23 -1.950097 -6.457462 2.841653
C24 -1.034979 -6.419341 3.890421
C25 0.081806 -7.244095 3.881933
C26 0.281577 -8.135349 2.838938
C27 -0.631413 -8.190837 1.796277
C28 -1.734200 -7.352095 1.795581
P1 -0.339521 -2.414156 1.117893
C29 1.162810 -2.131431 2.115330
C30 1.111860 -1.990592 3.498187
C31 2.249111 -1.659351 4.219809
C32 3.452810 -1.462770 3.566958
C33 3.517752 -1.606008 2.188186
C34 2.381141 -1.930351 1.469314
C35 0.082223 -3.841710 0.056649
C36 -0.702547 -4.049328 -1.078876
C37 -0.372724 -5.031549 -1.997132
C38 0.764727 -5.802305 -1.801164
C39 1.536001 -5.618369 -0.663623
C40 1.192454 -4.652308 0.269500
H14 -0.870050 -3.870462 2.953575
H15 -1.676522 -2.301665 3.092444
H16 -2.671533 -3.995395 0.825722
H17 -3.549990 -2.937385 1.908465
H18 -2.402062 -3.158377 4.775495
H19 -2.668026 -2.908620 7.198670
H20 -4.130586 -4.449482 8.459348
H21 -5.343552 -6.246991 7.264677
H22 -5.063833 -6.507217 4.824824
H23 -1.202332 -5.762434 4.735146
H24 0.790988 -7.195884 4.699030
H25 1.144565 -8.789744 2.840762
H26 -0.484733 -8.886350 0.980220
H27 -2.451494 -7.401180 0.982803
H28 0.181132 -2.121517 4.035734
H29 2.193195 -1.551237 5.295503
H30 4.337721 -1.184936 4.124983
H31 4.453366 -1.453285 1.670045
H32 2.436402 -2.009887 0.393650
H33 -1.551926 -3.402206 -1.267202
H34 -0.983733 -5.171828 -2.879453
H35 1.049290 -6.539425 -2.541665
H36 2.412858 -6.234214 -0.504740
H37 1.801812 -4.517866 1.153679

Force components x, y, z for each atom (eV/Å):
Co 0.84 0.56 -0.13
C 0.03 0.01 -0.08
C -0.02 0.02 0.08
C -0.04 0.08 0.00
C -0.01 -0.05 0.11
C -0.27 -0.16 0.01
C -0.10 0.14 -0.01
C 0.06 -0.01 0.02
S -0.35 1.47 -0.20
O -0.30 -0.36 0.29
O 0.16 -0.19 -0.04
N 0.19 -1.15 -0.68
C 0.47 -0.16 1.05
C -0.02 0.71 -1.15
O -0.24 -0.28 0.19
O -0.30 -0.49 0.56
H 0.03 0.01 0.00
H 0.00 -0.01 0.01
H 0.01 -0.01 0.01
H 0.01 0.00 0.01
H 0.02 -0.04 0.04
H 0.04 -0.07 0.04
H -0.01 -0.03 0.05
H -0.01 0.05 -0.24
H -0.13 0.11 0.01
Br 0.08 0.06 0.03
C -0.07 -0.22 0.21
C -0.09 0.07 -0.01
C 0.13 -0.15 0.01
C -0.14 0.07 0.06
C 0.19 -0.20 0.08
N -0.55 0.65 -0.33
H 0.00 0.00 0.00
H 0.01 0.02 -0.02
H 0.03 0.00 0.00
H 0.09 0.07 -0.03
C -0.26 0.21 -0.41
C 0.11 -0.04 0.17
As 0.13 0.17 0.03
C -0.06 -0.10 -0.10
C 0.03 0.10 -0.12
C 0.00 0.01 0.01
C -0.01 0.00 0.03
C 0.02 0.03 0.05
C 0.02 -0.01 -0.09
C 0.02 0.15 -0.07
C -0.05 0.02 0.02
C -0.01 -0.01 0.05
C 0.06 -0.01 -0.03
C 0.06 0.00 -0.08
C -0.14 0.08 -0.01
P 0.38 -0.87 0.61
C 0.04 0.12 -0.01
C -0.16 -0.04 0.03
C 0.08 0.02 0.05
C 0.04 0.01 -0.01
C -0.05 -0.06 -0.02
C -0.01 0.06 0.02
C -0.09 0.10 -0.02
C 0.03 0.07 0.09
C -0.02 -0.03 -0.01
C -0.08 0.00 -0.03
C 0.06 -0.14 0.02
C 0.00 -0.06 0.07
H 0.06 -0.07 0.01
H 0.05 -0.06 0.03
H -0.03 -0.09 0.02
H -0.08 -0.04 -0.06
H -0.01 -0.06 0.07
H -0.01 0.01 0.00
H -0.01 0.00 0.00
H 0.00 -0.01 -0.01
H -0.02 -0.01 0.06
H 0.02 0.05 -0.01
H -0.02 -0.01 0.00
H -0.01 0.02 0.00
H 0.01 -0.01 -0.01
H 0.05 -0.03 -0.02
H 0.07 -0.01 0.00
H -0.03 0.01 -0.01
H -0.01 -0.03 0.01
H 0.04 0.05 -0.07
H 0.05 0.01 -0.17
H 0.01 -0.01 -0.06
H 0.01 0.01 0.00
H 0.00 -0.02 0.04
H 0.00 0.03 0.03
H 0.02 0.01 -0.02

Lowest unoccupied orbital energy (alpha / beta): -0.21 / -0.45 eV
2S+1: 4
Expectation value of S²: 3.760
Orbital gap (alpha / beta): 7.4945 / 7.4142 eV

Atomic partial charges in e from the Mulliken method, atoms 1 to 4: 0.55, -1.67, 1.06, -0.67